*one*
Formula: C4H7NO
Source: the Open Molecules 2025 dataset
Level of theory: ωB97M-V/def2-TZVPD

Output
**Charge**: 0
**SMILES**: NC(=O)C1CC1
**LUMO**: 0.99 eV
**Kohn-Sham gap**: 10.90 eV

Atoms and positions in Å:
1 N -1.958 0.771 -0.878
2 C -0.671 0.437 -0.748
3 O -0.004 0.647 -1.783
4 C -0.114 -0.140 0.496
5 C 1.329 0.165 0.834
6 C 0.962 -1.195 0.348
7 H -2.635 0.770 -0.115
8 H -1.712 1.158 -1.905
9 H -0.807 -0.252 1.327
10 H 1.861 0.820 0.149
11 H 1.568 0.296 1.887
12 H 0.941 -2.021 1.055
13 H 1.239 -1.455 -0.670

*two*
Formula: C4H7NO
Source: the Open Molecules 2025 dataset
Level of theory: ωB97M-V/def2-TZVPD

Output
**Charge**: 0
**LUMO**: -1.48 eV
**Kohn-Sham gap**: 8.59 eV

Atoms and positions in Å:
1 C -1.590 -0.357 0.335
2 C -0.357 -0.258 -0.544
3 C 0.593 0.898 -0.198
4 C 1.781 0.115 0.264
5 O 2.896 0.384 0.723
6 N 1.665 -1.188 0.193
7 H -2.181 -1.243 0.089
8 H -1.298 -0.420 1.388
9 H -2.227 0.527 0.210
10 H -0.596 -0.289 -1.611
11 H 0.861 1.531 -1.049
12 H 0.221 1.545 0.604
13 H 0.233 -1.245 -0.403

*three*
Formula: C4H7NO
Source: the Open Molecules 2025 dataset
Level of theory: ωB97M-V/def2-TZVPD

Output
**Charge**: 0
**SMILES**: CCOCC#N
**LUMO**: 0.83 eV
**Kohn-Sham gap**: 10.97 eV

Atoms and positions in Å:
1 C 0.948 -0.460 -0.884
2 C -0.164 -1.129 0.146
3 O -0.107 -0.431 1.360
4 C -0.486 0.893 1.119
5 C -0.619 1.265 -0.312
6 N -1.049 1.679 -1.302
7 H 1.844 -0.416 -0.266
8 H 0.993 -1.187 -1.678
9 H 1.025 0.494 -1.464
10 H 0.123 -2.169 0.387
11 H -1.212 -1.153 -0.216
12 H 0.211 1.547 1.647
13 H -1.509 1.066 1.463

*four*
Formula: C4H7NO
Source: the Open Molecules 2025 dataset
Level of theory: ωB97M-V/def2-TZVPD

Output
**Charge**: 0
**SMILES**: N[C@@H]1C=C(O)C1
**LUMO**: 0.82 eV
**Kohn-Sham gap**: 9.59 eV

Atoms and positions in Å:
1 C 1.219 -0.074 0.006
2 N -1.941 -0.238 0.473
3 C 0.332 -1.066 -0.123
4 C -0.818 -0.141 -0.412
5 C 0.264 1.051 -0.218
6 O 2.555 0.013 0.184
7 H 2.936 -0.872 0.224
8 H -2.603 0.514 0.320
9 H -1.644 -0.226 1.442
10 H 0.372 -2.135 -0.028
11 H -1.184 -0.169 -1.441
12 H 0.050 1.662 0.657
13 H 0.463 1.680 -1.084

Most stable pick: *one*. Distance to second place: 0.0138 hartree.

*one*
Formula: C4H7NO
Source: the Open Molecules 2025 dataset
Level of theory: ωB97M-V/def2-TZVPD

Output
**Charge**: 0
**SMILES**: CN1C[C@H]1C=O
**LUMO**: 0.90 eV
**Kohn-Sham gap**: 10.18 eV

Atoms and positions in Å:
1 C -1.058 1.191 0.947
2 N -0.670 0.314 -0.126
3 C -0.378 -1.029 0.182
4 C 0.705 0.039 -0.343
5 C 1.392 -0.540 -1.515
6 O 2.594 -0.486 -1.657
7 H -2.073 0.882 1.207
8 H -1.063 2.213 0.574
9 H -0.429 1.114 1.850
10 H -0.102 -1.506 1.097
11 H -1.099 -1.669 -0.325
12 H 1.386 0.682 0.239
13 H 0.755 -1.224 -2.096

*two*
Formula: C4H7NO
Source: the Open Molecules 2025 dataset
Level of theory: ωB97M-V/def2-TZVPD

Output
**Charge**: 0
**SMILES**: C1OC[C@H]2N[C@@H]12
**LUMO**: 1.09 eV
**Kohn-Sham gap**: 9.63 eV

Atoms and positions in Å:
1 C -1.187 -0.720 0.225
2 O -0.040 -1.506 0.525
3 C 1.134 -0.845 0.160
4 C 0.703 0.808 0.444
5 N 0.343 0.777 -0.974
6 C -0.703 0.696 0.023
7 H -1.866 -0.826 1.081
8 H -1.688 -1.061 -0.688
9 H 1.988 -1.115 0.752
10 H 1.349 -1.149 -0.909
11 H 0.930 1.823 0.891
12 H 0.448 1.601 -1.516
13 H -1.411 1.517 -0.014

*three*
Formula: C4H7NO
Source: the Open Molecules 2025 dataset
Level of theory: ωB97M-V/def2-TZVPD

Output
**Charge**: 0
**SMILES**: C[C@H]1CC(=O)N1
**LUMO**: 0.97 eV
**Kohn-Sham gap**: 10.77 eV

Atoms and positions in Å:
1 C -1.510 -0.302 0.366
2 C -0.282 -0.225 -0.543
3 C 0.536 1.054 -0.257
4 C 1.652 0.117 0.219
5 O 2.719 0.246 0.764
6 N 0.921 -0.982 -0.156
7 H -2.341 -0.868 -0.061
8 H -1.245 -0.722 1.343
9 H -1.871 0.718 0.539
10 H -0.542 -0.381 -1.598
11 H 0.750 1.666 -1.133
12 H 0.129 1.672 0.549
13 H 1.129 -1.966 -0.055

*four*
Formula: C4H7NO
Source: the Open Molecules 2025 dataset
Level of theory: ωB97M-V/def2-TZVPD

Output
**Charge**: 0
**LUMO (spin up / spin down)**: 0.61 / 0.29 eV
**Kohn-Sham gap (spin up / spin down)**: 7.81 / 6.51 eV

Atoms and positions in Å:
1 C -1.208 0.414 -1.520
2 C -0.047 -0.860 1.091
3 N 0.904 -1.385 1.915
4 C 0.950 1.105 -0.135
5 C 0.007 0.783 -0.836
6 O -1.221 -1.165 1.183
7 H 1.878 -1.237 1.721
8 H 0.657 -2.128 2.565
9 H 1.830 1.341 0.416
10 H 0.802 2.184 -1.383
11 H -0.994 -0.109 -2.452
12 H -1.806 1.303 -1.728
13 H -1.754 -0.246 -0.836

Most stable pick: *three*. Distance to second place: 0.0967 hartree.

*one*
Formula: C4H7NO
Source: the Open Molecules 2025 dataset
Level of theory: ωB97M-V/def2-TZVPD

Output
**Charge**: 0
**SMILES**: O[C@H]1CN2C[C@@H]12
**LUMO**: 0.86 eV
**Kohn-Sham gap**: 9.48 eV

Atoms and positions in Å:
1 O 1.101 0.237 1.886
2 C 0.938 -0.166 0.568
3 C -0.090 -1.278 -0.529
4 N -0.390 -0.070 -1.272
5 C -1.122 0.746 -0.333
6 C 0.366 0.829 -0.363
7 H 0.429 0.905 2.095
8 H 1.585 -0.951 0.294
9 H -0.961 -1.870 -0.238
10 H 0.593 -1.920 -1.129
11 H -1.606 0.234 0.502
12 H -1.684 1.551 -0.789
13 H 0.842 1.753 -0.690

*two*
Formula: C4H7NO
Source: the Open Molecules 2025 dataset
Level of theory: ωB97M-V/def2-TZVPD

Output
**Charge**: 0
**SMILES**: C1=NCCCO1
**LUMO**: 0.98 eV
**Kohn-Sham gap**: 10.61 eV

Atoms and positions in Å:
1 C 0.279 0.435 0.944
2 C 0.044 1.193 -0.357
3 O 0.621 0.466 -1.445
4 C 0.367 -0.866 -1.403
5 N -0.172 -1.542 -0.481
6 C -0.515 -0.860 0.765
7 H 1.341 0.198 1.107
8 H -0.066 1.019 1.803
9 H -1.043 1.265 -0.511
10 H 0.394 2.225 -0.431
11 H 0.700 -1.346 -2.324
12 H -0.362 -1.565 1.587
13 H -1.588 -0.622 0.746

Most stable pick: *two*. Distance to second place: 0.1233 hartree.

*one*
Formula: C4H7NO
Source: the Open Molecules 2025 dataset
Level of theory: ωB97M-V/def2-TZVPD

Output
**Charge**: 0
**SMILES**: C[C@H]1CN=CO1
**LUMO**: 1.08 eV
**Kohn-Sham gap**: 10.75 eV

Atoms and positions in Å:
1 C -0.038 -1.684 -0.297
2 C 0.327 -0.218 -0.325
3 C -0.840 0.743 -0.216
4 N -0.221 1.985 0.268
5 C 0.796 1.556 0.892
6 O 1.096 0.229 0.830
7 H 0.834 -2.316 -0.110
8 H -0.805 -1.898 0.455
9 H -0.446 -1.956 -1.279
10 H 0.964 0.004 -1.193
11 H -1.458 0.872 -1.106
12 H -1.443 0.363 0.621
13 H 1.452 2.161 1.508

*two*
Formula: C4H7NO
Source: the Open Molecules 2025 dataset
Level of theory: ωB97M-V/def2-TZVPD

Output
**Charge**: 0
**SMILES**: C=CC#N.[H][H].C=O
**LUMO**: 0.38 eV
**Kohn-Sham gap**: 10.70 eV

Atoms and positions in Å:
1 O -0.814 0.794 1.832
2 C 0.161 0.155 2.152
3 C -1.158 -0.353 -1.277
4 C -0.018 -0.915 -1.677
5 C 1.008 -1.277 -0.735
6 N 1.826 -1.562 0.035
7 H 0.191 2.283 0.279
8 H 0.076 -0.761 2.765
9 H 1.180 0.444 1.842
10 H -1.921 -0.082 -1.999
11 H -1.356 -0.136 -0.231
12 H 0.634 2.534 -0.266
13 H 0.192 -1.122 -2.722

*three*
Formula: C4H7NO
Source: the Open Molecules 2025 dataset
Level of theory: ωB97M-V/def2-TZVPD

Output
**Charge**: 0
**LUMO**: -0.06 eV
**Kohn-Sham gap**: 8.88 eV

Atoms and positions in Å:
1 C 0.520 0.757 1.366
2 C 0.225 0.367 -0.068
3 C 0.801 -0.815 -0.602
4 O -1.299 -1.505 -0.947
5 C -1.706 -0.317 -0.887
6 N -1.005 0.776 -0.570
7 H 0.339 1.827 1.484
8 H 1.552 0.525 1.650
9 H -0.165 0.217 2.028
10 H 1.225 0.655 -0.722
11 H 1.559 -1.349 -0.024
12 H 0.736 -1.024 -1.658
13 H -2.776 -0.122 -1.053

*four*
Formula: C4H7NO
Source: the Open Molecules 2025 dataset
Level of theory: ωB97M-V/def2-TZVPD

Output
**Charge**: 0
**SMILES**: C[C@H]1CN1C=O
**LUMO**: 1.02 eV
**Kohn-Sham gap**: 10.72 eV

Atoms and positions in Å:
1 C 0.925 -1.013 1.235
2 C 0.641 -0.090 0.100
3 C -0.304 -0.500 -0.920
4 O -1.321 1.626 -1.697
5 C -1.134 1.667 -0.500
6 N -0.645 0.575 0.182
7 H 1.237 -0.442 2.107
8 H 1.712 -1.709 0.931
9 H 0.020 -1.579 1.481
10 H 1.462 0.527 -0.259
11 H -1.001 -1.313 -0.785
12 H -0.086 -0.263 -1.969
13 H -1.506 2.514 0.095

Most stable pick: *one*. Distance to second place: 0.0484 hartree.